# 1
{
  "formula": "C46H55AsMoN3O9P2S",
  "method": "ωB97M-V with the def2-TZVPD basis set",
  "species": ["Mo", "C", "N", "C", "C", "C", "C", "C", "C", "C", "N", "C", "C", "C", "C", "C", "C", "N", "C", "C", "H", "H", "H", "H", "H", "H", "H", "H", "H", "H", "H", "H", "H", "H", "H", "H", "H", "H", "H", "H", "O", "As", "O", "O", "C", "C", "C", "C", "C", "C", "S", "O", "O", "O", "H", "H", "H", "H", "H", "C", "C", "O", "P", "O", "C", "C", "O", "C", "C", "H", "H", "H", "H", "H", "H", "H", "H", "H", "H", "H", "H", "H", "H", "H", "C", "C", "C", "C", "C", "C", "P", "C", "C", "C", "C", "C", "C", "C", "C", "C", "C", "C", "C", "H", "H", "H", "H", "H", "H", "H", "H", "H", "H", "H", "H", "H", "H", "H"],
  "positions_angstrom": [[-0.33119, 0.20123, -0.87723], [-2.59577, 0.03167, -3.30481], [-2.19323, -0.70473, -2.07347], [-1.98771, -2.09020, -2.52935], [-3.31012, -0.56142, -1.14028], [-4.48901, -1.27758, -1.28346], [-5.59804, -0.96086, -0.51562], [-5.52702, 0.12418, 0.34513], [-4.35450, 0.84755, 0.48669], [-3.20511, 0.49132, -0.22590], [-1.95571, 1.12089, -0.14665], [-1.81071, 2.38987, 0.46262], [-2.39857, 2.79416, 1.65258], [-2.28788, 4.11588, 2.06720], [-1.54015, 5.02140, 1.33476], [-0.88872, 4.60672, 0.17596], [-1.02040, 3.29776, -0.25073], [-0.46757, 2.78925, -1.48886], [0.71600, 3.53192, -1.96564], [-1.50730, 2.99421, -2.51796], [-3.42269, -0.50937, -3.77185], [-2.93982, 1.02191, -3.05150], [-1.75572, 0.08448, -3.98979], [-2.87852, -2.46321, -3.03648], [-1.72463, -2.73990, -1.71020], [-1.18152, -2.08384, -3.25871], [-4.55681, -2.07969, -2.00327], [-6.50884, -1.53351, -0.61229], [-6.39585, 0.41963, 0.91715], [-4.35201, 1.70385, 1.13936], [-2.90893, 2.07679, 2.27558], [-2.76594, 4.42393, 2.98660], [-1.44534, 6.04588, 1.66552], [-0.28669, 5.30618, -0.38589], [1.21990, 2.95042, -2.73694], [0.40955, 4.48714, -2.40268], [1.39759, 3.72887, -1.15122], [-1.62585, 4.06711, -2.69907], [-1.20525, 2.50349, -3.44027], [-2.45563, 2.60709, -2.15987], [0.10230, -4.21082, -1.97933], [1.22464, -2.83539, -2.02575], [2.66656, -3.37788, -1.51506], [0.32886, -1.76254, -1.01654], [1.17249, -2.43141, -3.92620], [0.98070, -3.50680, -4.78213], [1.06573, -3.32008, -6.15752], [1.33913, -2.07106, -6.68553], [1.52878, -0.98389, -5.84167], [1.44366, -1.17844, -4.47570], [1.66165, 0.16956, -3.37378], [0.23731, 0.45130, -2.90026], [2.22849, 1.28700, -4.06130], [2.39782, -0.36902, -2.24343], [0.63789, -4.95859, -1.68039], [0.76078, -4.48418, -4.37520], [0.92328, -4.16371, -6.81931], [1.41161, -1.94038, -7.75632], [1.75312, 0.00071, -6.22608], [-2.97489, -4.45198, 1.69612], [-2.54998, -3.43063, 0.66827], [-1.45395, -2.68465, 1.22512], [-0.79536, -1.24998, 1.15795], [0.63008, -1.57854, 1.74986], [1.10384, -2.75938, 2.44940], [1.39390, -3.92335, 1.53119], [-1.60813, -0.40034, 2.23411], [-2.59389, -0.86581, 3.17943], [-1.98988, -1.52156, 4.39733], [-3.79914, -5.04449, 1.30018], [-3.30895, -3.97071, 2.61497], [-2.15178, -5.12427, 1.93500], [-3.36584, -2.75340, 0.41378], [-2.18400, -3.92018, -0.23418], [0.38753, -3.02116, 3.22665], [2.02365, -2.42324, 2.92719], [0.48686, -4.30072, 1.06411], [1.83283, -4.72393, 2.12929], [2.10557, -3.65303, 0.74982], [-3.29374, -1.52867, 2.66626], [-3.14093, 0.03422, 3.46123], [-1.53179, -2.47623, 4.14761], [-2.77332, -1.70840, 5.13232], [-1.23866, -0.87203, 4.84736], [5.46617, -1.56132, 1.65992], [4.50637, -2.02992, 0.77983], [3.34489, -1.29727, 0.56660], [3.13794, -0.10154, 1.22412], [4.11761, 0.38175, 2.09717], [5.26853, -0.35091, 2.31911], [1.69803, 0.98124, 0.88526], [2.69146, 2.43533, 0.35718], [2.78220, 3.64454, 1.03856], [3.60427, 4.65736, 0.55804], [4.35306, 4.46800, -0.59266], [4.30326, 3.24411, -1.24844], [3.48776, 2.23381, -0.77195], [1.13675, 1.37336, 2.59123], [0.40564, 2.52092, 2.86848], [0.01848, 2.82556, 4.16735], [0.34107, 1.97404, 5.20913], [1.05413, 0.81235, 4.94271], [1.44795, 0.51731, 3.64986], [6.37297, -2.12658, 1.82969], [4.63875, -2.95888, 0.24238], [2.61417, -1.67962, -0.12038], [3.98973, 1.33414, 2.59766], [6.01974, 0.02879, 2.99905], [2.23467, 3.81642, 1.95252], [3.66267, 5.59320, 1.09795], [4.98874, 5.26040, -0.96369], [4.90221, 3.07027, -2.13184], [3.47621, 1.27909, -1.28330], [0.13495, 3.19544, 2.07254], [-0.53303, 3.73639, 4.35790], [0.04658, 2.21428, 6.22182], [1.32038, 0.13962, 5.74737], [2.02658, -0.37404, 3.47079]],
  "atomic_forces_ev_per_a": [[-0.4, -0.3, -0.8], [0.0, 0.0, -0.1], [0.0, 0.1, 0.1], [0.0, -0.1, 0.0], [0.0, 0.0, -0.1], [0.0, 0.1, 0.0], [0.1, 0.0, 0.0], [0.0, 0.0, 0.0], [-0.1, 0.0, 0.0], [0.1, 0.0, 0.0], [-0.1, 0.0, 0.2], [0.0, -0.1, -0.1], [0.0, 0.1, 0.0], [0.0, 0.0, 0.0], [0.0, 0.0, 0.0], [0.0, -0.1, 0.0], [0.0, 0.0, 0.0], [0.1, 0.0, 0.2], [0.1, -0.1, 0.0], [-0.1, 0.0, -0.1], [0.0, 0.0, 0.0], [0.0, 0.1, 0.0], [0.0, 0.0, 0.0], [0.0, 0.0, 0.0], [0.0, 0.0, 0.0], [0.0, 0.0, 0.0], [0.0, 0.0, 0.0], [0.0, 0.0, 0.0], [0.0, 0.0, 0.0], [-0.1, -0.1, -0.1], [0.1, 0.0, 0.0], [0.0, 0.0, 0.0], [0.0, 0.0, 0.0], [0.0, 0.0, 0.0], [-0.1, 0.0, 0.1], [0.0, 0.0, 0.0], [0.1, 0.0, 0.0], [0.0, 0.0, 0.0], [0.0, 0.0, 0.0], [0.0, 0.0, 0.0], [0.1, 0.0, 0.0], [0.0, -0.1, -0.1], [-0.2, 0.0, 0.0], [0.3, 0.4, -0.4], [0.0, 0.1, 0.0], [0.0, 0.0, 0.1], [0.0, -0.1, 0.0], [0.0, 0.0, 0.0], [0.0, -0.1, 0.1], [-0.1, -0.1, 0.0], [0.3, -0.1, 0.4], [0.3, 0.0, 0.3], [-0.2, 0.0, -0.2], [0.0, 0.0, -0.1], [0.0, -0.1, 0.0], [0.0, 0.0, 0.0], [0.0, 0.0, 0.0], [0.0, 0.0, 0.0], [0.0, 0.0, 0.0], [0.0, 0.0, 0.0], [-0.1, 0.1, 0.0], [0.1, 0.0, -0.1], [0.0, 0.0, 0.6], [-0.2, 0.0, -0.1], [0.0, 0.0, 0.0], [0.0, 0.1, 0.0], [0.0, -0.1, 0.0], [0.0, 0.0, 0.0], [0.1, 0.1, 0.0], [0.0, 0.0, 0.0], [0.0, 0.0, 0.0], [0.0, 0.0, 0.0], [0.1, 0.0, 0.0], [0.0, 0.0, 0.0], [-0.1, 0.0, 0.0], [0.0, 0.0, 0.0], [-0.1, 0.0, 0.0], [0.0, 0.0, 0.0], [-0.1, 0.0, 0.1], [0.0, 0.0, 0.0], [0.0, 0.0, 0.0], [0.0, -0.1, 0.0], [0.0, 0.0, 0.0], [0.0, 0.0, 0.0], [0.0, 0.0, 0.0], [0.0, 0.0, 0.0], [0.0, 0.0, 0.0], [0.0, 0.1, -0.1], [0.1, 0.0, 0.0], [0.0, 0.0, 0.0], [0.2, 0.0, 0.1], [0.0, 0.0, 0.0], [-0.1, 0.0, 0.0], [0.0, 0.0, 0.0], [0.0, 0.0, 0.0], [0.0, 0.0, 0.0], [0.0, -0.1, -0.1], [0.0, -0.1, 0.0], [0.0, 0.0, 0.0], [0.0, 0.0, 0.0], [0.0, 0.0, 0.0], [0.0, 0.0, 0.0], [0.0, 0.0, 0.0], [0.0, 0.0, 0.0], [0.0, 0.0, 0.0], [0.0, 0.1, 0.0], [0.0, 0.0, 0.0], [0.0, 0.0, 0.0], [-0.1, 0.0, 0.0], [0.0, 0.0, 0.0], [0.0, 0.0, 0.0], [0.0, 0.0, 0.0], [0.0, 0.1, 0.0], [0.1, 0.1, 0.0], [0.0, 0.0, 0.0], [0.0, 0.0, 0.0], [0.0, 0.0, 0.0], [0.0, 0.0, 0.0]],
  "mulliken_charge": [-1.754, -1.653, 1.736, -0.746, -0.390, -0.493, -0.945, -1.102, -0.236, -0.726, 2.175, 0.533, 0.402, -1.791, -1.123, -0.952, -0.394, 2.355, -1.372, -1.655, 0.511, 0.399, 0.071, 0.802, -0.430, -0.414, 0.452, 0.486, 0.469, 0.762, 0.105, 0.475, 0.428, 0.443, 0.059, 0.484, 0.546, 0.647, 0.052, 0.347, -0.772, 0.522, -0.904, 2.282, -0.731, -0.893, -0.723, -0.687, -0.632, 0.163, 1.190, -0.299, -0.725, -0.500, 0.399, 0.560, 0.429, 0.422, 0.589, -1.538, 0.624, 0.679, 0.612, -0.438, -0.374, -0.868, 0.279, -0.289, -1.213, 0.470, 0.334, 0.328, -0.202, 0.310, 0.256, 0.593, 0.025, 0.586, 0.054, 0.177, 0.550, 0.138, 0.526, 0.137, -0.873, -0.782, 1.020, 0.021, -0.711, -1.025, 3.182, 0.937, -0.542, -0.754, -0.815, -0.819, -0.634, 1.162, -0.616, -1.024, -0.904, -1.148, -0.324, 0.429, 0.580, -0.562, 0.516, 0.458, 0.470, 0.479, 0.423, 0.497, 0.487, 0.257, 0.502, 0.435, 0.497, 0.172],
  "lumo_energy_ev": [-3.09, -3.58],
  "charge": 1,
  "spin_multiplicity": 3,
  "largest_force_ev_per_a": 0.971,
  "homo_lumo_gap_ev": [7.106, 6.875]
}

---

# 2
{
  "formula": "C34H25AsN7O6RuS3",
  "method": "ωB97M-V with the def2-TZVPD basis set",
  "species": ["Ru", "C", "C", "C", "C", "C", "N", "C", "C", "C", "C", "C", "C", "C", "N", "C", "C", "C", "N", "C", "C", "N", "C", "C", "C", "N", "H", "H", "H", "H", "H", "H", "H", "H", "H", "H", "H", "H", "H", "H", "H", "H", "H", "H", "O", "As", "O", "O", "C", "C", "C", "C", "C", "C", "S", "O", "O", "O", "H", "H", "H", "H", "H", "S", "C", "C", "C", "C", "N", "C", "C", "C", "S", "C", "N", "H", "H"],
  "positions_angstrom": [[-0.66481, -0.20539, 0.38509], [6.12529, -1.57885, -0.18464], [4.75233, -1.06151, -0.52206], [4.48426, 0.30772, -0.57841], [3.20923, 0.77682, -0.81577], [2.12061, -0.08308, -1.02563], [0.83340, 0.42062, -1.22262], [0.72767, 1.28547, -2.28441], [1.52132, 1.10302, -3.44551], [1.44291, 1.90835, -4.56001], [0.53117, 2.96014, -4.62962], [0.37732, 3.80411, -5.86731], [-0.26597, 3.15417, -3.51640], [-0.16204, 2.37482, -2.36715], [-0.97644, 2.78263, -1.26811], [-1.30077, 4.05581, -0.95938], [-2.29561, 4.01164, -0.01467], [-2.49418, 2.64266, 0.21682], [-1.70527, 1.90611, -0.55551], [2.40858, -1.44535, -0.97203], [3.68851, -1.92331, -0.71607], [1.36745, -2.39743, -1.16185], [1.41093, -3.52916, -1.89338], [0.23921, -4.21010, -1.66059], [-0.46875, -3.39880, -0.75863], [0.22370, -2.31624, -0.45868], [6.90318, -0.92762, -0.58810], [6.28135, -2.58045, -0.58914], [6.27405, -1.63477, 0.89686], [5.28725, 1.01705, -0.40434], [3.01189, 1.84209, -0.82561], [2.21702, 0.27446, -3.44524], [2.08584, 1.69635, -5.40929], [1.29987, 3.81260, -6.45107], [0.13370, 4.83855, -5.61616], [-0.41752, 3.43194, -6.52028], [-1.01343, 3.94008, -3.53107], [-0.78893, 4.88182, -1.42175], [-2.76819, 4.84086, 0.48189], [-3.12315, 2.16174, 0.94784], [3.83115, -2.99551, -0.63345], [2.25651, -3.73842, -2.52671], [-0.07993, -5.13899, -2.10012], [-1.44175, -3.53994, -0.32143], [-4.64299, 0.13347, -1.17984], [-3.74325, -1.39841, -1.25819], [-4.25933, -2.26866, -2.54635], [-2.12309, -0.99154, -1.17224], [-4.56011, -2.30918, 0.28918], [-5.63507, -3.10985, -0.08491], [-6.42594, -3.72904, 0.87602], [-6.15274, -3.55915, 2.22297], [-5.07417, -2.77851, 2.61512], [-4.28478, -2.16691, 1.65269], [-2.86461, -1.25109, 2.17976], [-2.92039, -0.00009, 1.38772], [-2.94945, -1.07691, 3.60298], [-1.72226, -2.03496, 1.69455], [-4.09490, 0.74287, -0.66729], [-5.82831, -3.23087, -1.14346], [-7.26284, -4.34474, 0.56648], [-6.77469, -4.03693, 2.97101], [-4.82379, -2.63373, 3.65754], [1.23545, -1.09472, 1.99633], [1.63405, 0.09293, 3.17894], [2.50673, -0.21428, 4.22975], [2.86594, 0.72341, 5.18517], [3.77869, 0.35199, 6.23615], [4.51120, 0.05632, 7.07387], [2.33504, 2.02152, 5.10941], [1.45955, 2.33429, 4.07785], [1.09816, 1.39967, 3.10503], [0.02756, 1.84787, 1.81847], [2.68576, 3.02993, 6.07457], [2.96536, 3.85064, 6.83268], [2.91478, -1.21494, 4.29137], [1.04546, 3.33289, 4.02045]],
  "atomic_forces_ev_per_a": [[0.4, 0.0, -0.2], [0.0, 0.0, 0.0], [0.0, 0.1, 0.0], [0.0, 0.0, 0.0], [0.0, 0.1, 0.0], [0.0, 0.1, 0.1], [0.0, 0.2, -0.1], [0.0, -0.2, -0.1], [0.0, 0.0, 0.0], [0.0, 0.0, 0.0], [0.0, -0.1, 0.0], [0.0, 0.0, 0.0], [0.0, 0.0, 0.0], [-0.1, 0.1, 0.1], [0.1, -0.2, -0.2], [0.0, 0.1, 0.0], [0.1, 0.0, 0.0], [-0.1, 0.1, 0.0], [0.0, 0.1, 0.2], [-0.1, -0.2, -0.1], [0.0, 0.0, 0.0], [0.0, 0.1, 0.2], [0.0, 0.0, 0.0], [0.0, 0.0, 0.0], [0.0, 0.0, 0.0], [0.1, -0.1, -0.2], [0.0, 0.0, 0.0], [0.0, 0.0, 0.0], [0.0, 0.0, 0.0], [0.0, 0.0, 0.0], [0.0, 0.0, 0.0], [0.0, 0.0, 0.0], [0.0, 0.0, 0.0], [0.0, 0.0, 0.0], [0.0, 0.0, 0.0], [0.0, 0.0, 0.0], [0.0, 0.0, 0.0], [0.0, 0.0, 0.0], [0.0, 0.0, 0.0], [0.0, 0.0, 0.0], [0.0, 0.0, 0.0], [0.0, 0.0, 0.0], [0.0, 0.0, 0.0], [0.0, 0.0, 0.0], [0.0, -0.1, -0.1], [0.3, 0.2, -0.1], [0.0, 0.2, 0.1], [-0.3, -0.2, 0.2], [0.0, 0.0, 0.1], [0.0, 0.0, 0.1], [0.0, 0.0, -0.1], [0.0, 0.0, 0.0], [0.0, 0.0, -0.1], [-0.1, -0.1, -0.2], [0.1, 0.3, -0.4], [0.0, 0.0, 0.3], [-0.2, -0.1, 0.1], [-0.1, 0.0, 0.1], [0.1, 0.0, 0.0], [0.0, 0.0, 0.0], [0.0, 0.0, 0.0], [0.0, 0.0, 0.0], [0.0, 0.0, 0.0], [-0.1, 0.0, 0.1], [0.1, -0.1, 0.0], [0.0, -0.1, -0.1], [0.2, -0.1, 0.2], [-0.2, 0.1, -0.2], [0.0, 0.0, 0.0], [0.0, 0.2, 0.2], [-0.1, 0.0, -0.1], [0.0, 0.1, -0.1], [-0.1, 0.0, 0.2], [0.0, -0.2, -0.2], [0.0, 0.0, 0.0], [0.0, 0.0, 0.0], [0.0, 0.0, 0.0]],
  "mulliken_charge": [1.695, -1.559, 0.688, -0.988, 0.117, -0.111, 0.726, -0.252, -0.003, -1.240, 0.532, -1.558, -0.643, -0.179, -0.084, -0.342, -1.372, -0.166, 0.418, -0.473, -0.090, 0.026, -0.256, -1.382, -0.406, 1.023, 0.388, 0.374, 0.252, 0.336, 0.511, 0.488, 0.319, 0.372, 0.356, 0.285, 0.563, 0.551, 0.439, 0.569, 0.416, 0.457, 0.401, 0.405, -0.760, 0.658, -0.847, -0.226, -0.193, -0.617, -0.543, -0.452, -0.644, 0.114, 0.930, -0.527, -0.736, -0.667, 0.434, 0.532, 0.360, 0.363, 0.505, -0.390, 0.357, -1.051, 0.584, -0.062, -0.624, 0.426, -0.908, 0.409, -0.286, -0.059, -0.639, 0.479, 0.481],
  "lumo_energy_ev": [4.14, 4.14],
  "charge": -2,
  "spin_multiplicity": 6,
  "largest_force_ev_per_a": 0.525,
  "homo_lumo_gap_ev": [6.408, 6.357]
}